7 unconnected molecules or ions with the total composition C14H42O7, computed with ωB97M-V with the def2-TZVPD basis set.

frontier orbital gap	9.86	eV
energy	-29529.04063	eV
LUMO energy	0.015	Ha
structure (SMILES)	CCO.CCO.CCO.CCO.CCO.CCO.CCO
HOMO level	-9.45	eV

```
! RIJCOSX wB97M-V def2-TZVPD def2/J DEFGRID3
* xyz 0 1
C -0.954 3.739 4.997
C -1.259 3.226 3.579
O -2.609 3.309 3.200
H -1.586 3.148 5.659
H -1.123 4.802 5.163
H 0.100 3.551 5.211
H -1.002 2.168 3.498
H -0.538 3.664 2.873
H -2.842 4.224 3.015
C -0.513 -4.318 -0.828
C 0.124 -5.302 -1.798
O -0.101 -6.679 -1.484
H -0.545 -3.320 -1.266
H 0.140 -4.249 0.051
H -1.484 -4.575 -0.405
H 1.197 -5.097 -1.778
H -0.364 -5.230 -2.771
H 0.490 -6.971 -0.784
C -3.004 3.936 -0.244
C -1.743 4.764 -0.052
O -1.973 6.046 -0.690
H -3.921 4.453 0.036
H -2.882 2.982 0.280
H -3.217 3.666 -1.283
H -0.882 4.325 -0.555
H -1.509 4.920 1.002
H -2.246 6.651 0.005
C -2.615 -0.308 -2.742
C -1.928 1.055 -2.815
O -2.493 1.837 -3.878
H -2.913 -0.740 -3.697
H -3.463 -0.266 -2.063
H -1.874 -1.038 -2.397
H -0.870 0.887 -3.023
H -2.107 1.581 -1.878
H -2.531 2.750 -3.580
C 0.244 0.923 0.735
C -0.105 -0.564 0.702
O 1.094 -1.290 0.328
H -0.663 1.517 0.899
H 0.614 1.224 -0.248
H 0.961 1.134 1.523
H -0.889 -0.760 -0.025
H -0.280 -0.832 1.741
H 1.246 -1.010 -0.594
C 3.334 -4.363 1.717
C 2.613 -3.399 2.646
O 2.816 -2.021 2.306
H 3.822 -3.890 0.867
H 2.671 -5.167 1.396
H 4.148 -4.820 2.291
H 2.876 -3.613 3.678
H 1.525 -3.494 2.503
H 2.315 -1.829 1.488
C 3.207 0.729 -2.067
C 3.104 -0.569 -2.823
O 1.976 -1.331 -2.354
H 3.465 0.641 -1.012
H 2.301 1.334 -2.144
H 3.981 1.345 -2.534
H 3.983 -1.203 -2.691
H 2.943 -0.303 -3.871
H 1.740 -1.984 -3.017
*
```

natural (NBO) atomic charge list, values in e, 5 entries: C -0.6370; C -0.0638; O -0.7141; H 0.2135; H 0.2025

5 unconnected molecules or ions with the total composition C14H43N4O5, computed with ωB97M-V with the def2-TZVPD basis set.

⟨S²⟩	0.755
frontier orbital gap (alpha / beta)	10.26 / 3.70	eV
energy	-31393.90449	eV
LUMO energy (alpha / beta)	-0.182 / -0.423	Ha
HOMO level (alpha / beta)	-15.23 / -15.21	eV

```
! RIJCOSX wB97M-V def2-TZVPD def2/J DEFGRID3
* xyz 2 2
N -4.218 -18.910 3.406
H -4.675 -19.473 4.110
H -3.332 -18.519 3.694
H -4.790 -18.149 3.070
H -4.096 -19.513 2.605
C -5.982 -21.528 5.139
C -5.958 -21.742 3.617
O -6.600 -20.702 2.937
O -4.975 -20.628 5.515
H -5.773 -22.491 5.604
H -6.992 -21.218 5.407
H -6.465 -22.639 3.263
H -4.913 -21.745 3.308
H -7.500 -20.614 3.257
H -4.967 -20.648 6.475
C -1.577 -17.956 5.863
C -0.969 -18.611 4.673
C -1.069 -20.111 4.571
O -0.976 -20.634 3.251
C 0.299 -20.549 2.659
N -1.634 -17.912 3.576
H -2.595 -18.298 6.051
H -1.647 -16.886 5.666
H -1.000 -18.104 6.776
H 0.071 -18.309 4.798
H -2.086 -20.410 4.824
H -0.302 -20.584 5.185
H 0.598 -19.501 2.630
H 0.304 -20.907 1.630
H 1.068 -21.156 3.137
H -1.114 -18.275 2.789
H -1.360 -16.941 3.611
C -7.410 -17.197 1.544
C -6.508 -16.329 2.401
C -6.799 -16.284 3.892
O -6.439 -17.493 4.427
C -6.778 -17.614 5.778
N -5.108 -16.628 2.050
H -7.173 -17.238 0.481
H -8.449 -16.878 1.471
H -7.267 -18.217 1.900
H -6.659 -15.303 2.067
H -7.862 -16.082 4.022
H -6.327 -15.477 4.453
H -7.828 -17.874 5.916
H -6.582 -16.682 6.308
H -6.144 -18.444 6.088
H -4.585 -15.951 2.586
H -5.021 -16.327 1.089
C -4.358 -19.628 -0.720
C -2.935 -19.730 0.047
C -2.113 -18.379 0.152
O -0.775 -18.651 0.465
C -0.019 -17.442 0.554
N -3.180 -20.311 1.420
H -5.000 -18.867 -0.277
H -4.813 -20.612 -0.837
H -4.087 -19.276 -1.715
H -2.435 -20.484 -0.561
H -2.538 -17.858 1.009
H -2.225 -17.778 -0.750
H -0.007 -16.831 -0.349
H 1.017 -17.762 0.669
H -0.337 -16.831 1.399
H -3.144 -21.309 1.269
H -2.339 -20.147 1.955
*
```

natural (NBO) atomic charge list, values in e, 5 entries: N -0.9046; H 0.4587; H 0.4455; H 0.4715; H 0.3837

8 unconnected molecules or ions with the total composition C14H44N10O8, computed with ωB97M-V with the def2-TZVPD basis set.

frontier orbital gap	9.70	eV
energy	-46517.24202	eV
LUMO energy	0.021	Ha
structure (SMILES)	NC(N)=O.NC(N)=O.NC(N)=O.NC(N)=O.NC(N)=O.CC(C)O.CC(C)O.CC(C)O
HOMO level	-9.13	eV

```
! RIJCOSX wB97M-V def2-TZVPD def2/J DEFGRID3
* xyz 0 1
N -1.690 -1.715 3.522
C -1.691 -0.482 3.958
N -2.738 -0.307 4.731
O -0.910 0.407 3.656
H -2.265 -2.456 3.889
H -0.866 -2.049 3.043
H -2.954 0.605 5.103
H -3.449 -1.009 4.855
N -1.967 3.175 3.182
C -0.922 3.641 2.526
N 0.147 2.881 2.650
O -0.801 4.694 1.904
H -1.745 2.412 3.804
H -2.837 3.682 3.207
H 0.013 1.891 2.807
H 1.072 3.199 2.415
N 1.269 4.563 -0.885
C 1.378 3.477 -1.620
N 2.601 3.315 -2.032
O 0.445 2.747 -1.895
H 2.161 4.939 -0.606
H 0.449 4.954 -0.449
H 3.171 4.099 -1.760
H 2.937 2.477 -2.482
N -0.400 -3.853 -2.514
C -0.589 -3.109 -3.589
N -0.259 -3.719 -4.709
O -0.934 -1.932 -3.555
H -0.803 -3.513 -1.653
H -0.086 -4.800 -2.649
H 0.084 -4.656 -4.571
H -0.238 -3.294 -5.621
N -0.121 -0.052 -1.527
C -0.297 -0.564 -0.332
N -0.176 0.311 0.670
O -0.673 -1.714 -0.181
H -0.532 -0.668 -2.218
H 0.106 0.905 -1.756
H -0.138 1.287 0.416
H -0.191 0.025 1.636
C 4.190 0.635 -5.751
C 3.320 0.890 -4.555
C 2.338 -0.219 -4.381
O 4.067 1.064 -3.388
H 3.570 0.603 -6.647
H 4.839 -0.240 -5.722
H 4.802 1.523 -5.918
H 2.704 1.781 -4.689
H 1.546 -0.164 -5.129
H 1.724 -0.086 -3.488
H 2.734 -1.233 -4.322
H 4.431 0.219 -3.112
C -4.090 -1.191 1.471
C -4.423 0.282 1.570
C -3.934 1.030 0.342
O -5.812 0.327 1.612
H -4.337 -1.609 2.448
H -3.024 -1.380 1.340
H -4.660 -1.612 0.643
H -3.964 0.729 2.451
H -2.881 0.832 0.136
H -4.068 2.111 0.313
H -4.421 0.628 -0.550
H -6.188 0.309 0.729
C 2.014 -2.307 4.141
C 1.817 -1.834 2.710
C 3.078 -1.861 1.860
O 0.847 -2.733 2.059
H 1.205 -1.815 4.685
H 2.941 -2.071 4.661
H 1.781 -3.365 4.259
H 1.486 -0.794 2.698
H 3.890 -1.202 2.165
H 2.838 -1.844 0.797
H 3.462 -2.878 1.974
H 0.616 -2.319 1.218
*
```

Mulliken atomic charge list, values in e, 5 entries: N -0.1059; C 0.4313; N -0.3585; O -0.8187; H 0.2621

10 unconnected molecules or ions with the total composition C14H45O12, computed with ωB97M-V with the def2-TZVPD basis set.

frontier orbital gap	8.94	eV
energy	-39807.77756	eV
LUMO energy	0.094	Ha
HOMO level	-6.38	eV

```
! RIJCOSX wB97M-V def2-TZVPD def2/J DEFGRID3
* xyz -1 1
C 49.865 25.478 13.025
O 49.848 24.787 14.093
O 49.895 26.758 13.059
O 49.637 24.995 11.895
H 49.930 27.051 13.908
C 49.306 21.333 13.368
O 49.588 22.145 14.522
H 48.661 20.606 13.938
H 50.292 20.919 13.077
H 48.922 21.820 12.503
H 49.493 23.070 14.388
C 51.986 26.613 10.206
O 50.616 26.392 9.899
H 52.203 26.643 11.296
H 52.212 27.647 9.881
H 52.537 26.034 9.533
H 50.202 25.993 10.758
C 48.815 22.999 9.471
O 47.980 23.628 10.360
H 49.585 22.493 9.736
H 49.596 23.839 9.050
H 48.347 22.441 8.724
H 48.424 24.189 10.918
C 50.436 24.945 17.285
O 51.304 25.362 16.231
H 49.700 25.699 17.511
H 51.106 24.752 18.057
H 49.916 23.925 16.992
H 50.744 25.242 15.561
C 50.647 29.871 12.145
O 51.019 31.051 11.632
H 49.680 30.104 12.372
H 51.373 29.797 13.131
H 50.663 28.985 11.644
H 50.365 31.837 11.961
C 46.018 25.426 14.607
O 47.219 24.955 15.325
H 45.297 25.912 15.172
H 45.406 24.784 14.227
H 46.398 25.873 13.696
H 47.946 25.078 14.741
C 52.430 22.865 11.589
O 52.143 23.485 12.813
H 52.319 21.905 11.802
H 53.353 23.041 11.647
H 51.719 23.208 10.711
H 51.457 24.101 12.608
C 46.333 27.003 10.766
C 47.362 28.086 10.745
C 47.023 29.326 9.894
O 47.516 28.537 12.136
H 46.225 26.486 9.768
H 45.614 27.212 11.403
H 46.695 26.160 11.569
H 48.117 27.473 10.529
H 47.784 30.134 10.110
H 46.300 29.722 10.188
H 47.015 29.225 8.824
H 48.137 27.878 12.253
C 51.145 30.331 16.002
C 51.946 29.200 16.506
C 51.854 28.958 17.999
O 51.261 28.123 15.731
H 51.166 30.621 14.975
H 51.500 31.196 16.480
H 50.164 30.438 16.087
H 53.026 29.352 16.369
H 52.556 28.069 18.325
H 50.891 28.799 18.292
H 52.443 29.948 18.531
H 51.649 27.130 15.892
*
```

Mulliken atomic charge list, values in e, 5 entries: C -0.6511; O 0.4403; O 0.3697; O -0.1412; H -0.0234

A molecular structure, C14H46F3O14V, computed with ωB97M-V with the def2-TZVPD basis set.

frontier orbital gap	4.46	eV
energy	-77755.94225	eV
LUMO energy	-0.145	Ha
HOMO level	-8.40	eV

```
! RIJCOSX wB97M-V def2-TZVPD def2/J DEFGRID3
* xyz 0 1
O 5.845 1.728 1.471
V 4.257 1.478 1.737
O 4.001 1.612 3.305
C 0.797 -0.306 -0.362
O 0.694 -0.212 1.018
O 2.013 0.298 -0.646
C 0.369 -1.724 -0.845
F 0.467 -1.880 -2.214
F 1.078 -2.725 -0.297
F -0.925 -2.009 -0.703
C -0.705 -0.086 1.569
C -0.691 0.404 3.109
H -0.343 1.426 3.263
H -1.705 0.371 3.506
H -0.033 -0.237 3.695
H -1.160 -1.068 1.441
H -1.263 0.681 1.029
H 0.009 0.372 -0.692
C 0.548 0.734 -6.583
O -0.605 1.410 -7.010
H 0.622 -0.350 -6.660
H 1.369 1.246 -7.085
H 0.772 0.883 -5.526
H -1.180 0.648 -7.115
C 4.811 -4.747 -3.687
O 6.193 -5.163 -3.908
H 4.233 -4.544 -4.588
H 4.311 -5.614 -3.253
H 4.609 -3.963 -2.957
H 6.555 -5.496 -3.083
C -7.121 0.930 6.718
O -7.571 2.223 6.464
H -7.980 0.261 6.780
H -6.504 0.577 5.892
H -6.682 0.859 7.713
H -7.589 2.710 7.291
C -0.489 -7.634 -3.079
O -0.029 -8.584 -3.961
H -1.519 -7.309 -3.228
H -0.425 -7.984 -2.048
H 0.163 -6.765 -3.156
H -0.011 -8.257 -4.863
C 7.339 1.532 -3.812
O 6.057 1.960 -4.188
H 7.483 1.616 -2.735
H 7.628 0.609 -4.314
H 8.158 2.188 -4.108
H 5.343 1.668 -3.616
C -3.016 4.838 -1.387
O -3.395 6.129 -1.603
H -3.835 4.185 -1.690
H -2.255 4.663 -2.146
H -2.600 4.781 -0.381
H -3.590 6.312 -2.525
C 3.009 5.325 -0.691
O 3.100 4.797 0.630
H 2.309 4.770 -1.314
H 2.658 6.355 -0.623
H 3.892 5.365 -1.329
H 2.522 5.343 1.168
C -2.641 4.826 7.151
O -1.815 4.564 8.274
H -1.897 5.237 6.469
H -3.038 3.920 6.692
H -3.493 5.347 7.588
H -2.072 5.179 8.965
C -3.944 -2.544 -5.669
O -4.097 -1.522 -6.618
H -4.745 -2.461 -4.934
H -4.164 -3.410 -6.293
H -2.940 -2.606 -5.250
H -5.033 -1.513 -6.829
C 0.110 -3.412 7.537
O -0.841 -3.815 8.527
H -0.445 -3.193 6.624
H 0.713 -2.525 7.733
H 0.677 -4.274 7.184
H -0.332 -4.430 9.061
*
```

Mulliken atomic charge list, values in e, 5 entries: O -0.5763; V 1.8091; O -0.5368; C 0.0154; O -0.3072

10 unconnected molecules or ions with the total composition C14H48O10, computed with ωB97M-V with the def2-TZVPD basis set.

⟨S²⟩	0.750
frontier orbital gap (alpha / beta)	2.21 / 9.29	eV
energy	-35768.60470	eV
LUMO energy (alpha / beta)	0.092 / 0.091	Ha
HOMO level (alpha / beta)	0.29 / -6.82	eV

```
! RIJCOSX wB97M-V def2-TZVPD def2/J DEFGRID3
* xyz -1 2
C -1.262 5.133 0.281
C -1.749 3.875 -0.410
O -0.755 3.508 -1.207
H -0.494 4.905 1.019
H -2.134 5.498 0.824
H -0.918 5.943 -0.362
H -2.572 4.140 -1.075
H -2.044 3.084 0.279
H -1.075 2.733 -1.674
C 2.496 0.041 3.074
C 1.998 -0.198 4.501
O 1.211 -1.335 4.739
H 3.066 0.970 3.072
H 1.683 0.046 2.348
H 3.152 -0.804 2.863
H 1.357 0.673 4.639
H 2.798 -0.124 5.238
H 0.396 -1.041 5.153
C 2.645 -2.396 0.134
C 3.037 -3.114 -1.193
O 3.560 -4.379 -0.947
H 3.459 -2.555 0.842
H 1.844 -2.785 0.763
H 2.410 -1.361 -0.116
H 3.787 -2.542 -1.739
H 2.144 -3.179 -1.816
H 2.826 -4.998 -0.943
C -4.057 -0.175 4.127
C -3.272 -0.363 2.872
O -2.093 0.298 2.938
H -5.117 -0.323 3.922
H -3.903 0.777 4.635
H -3.748 -0.973 4.803
H -3.819 0.180 2.102
H -3.133 -1.414 2.620
H -1.427 -0.128 2.393
C -3.215 -2.371 -0.618
C -1.991 -3.111 -1.207
O -0.891 -2.994 -0.355
H -4.077 -2.291 -1.279
H -2.942 -1.335 -0.415
H -3.444 -2.678 0.403
H -1.763 -2.896 -2.251
H -2.144 -4.188 -1.267
H -0.256 -3.675 -0.591
C -0.813 -0.325 -4.184
C -1.949 0.228 -3.355
O -1.545 1.171 -2.348
H -1.005 -1.345 -4.519
H 0.095 -0.512 -3.612
H -0.528 0.246 -5.068
H -2.494 -0.576 -2.860
H -2.609 0.835 -3.975
H -0.941 0.819 -1.690
C 2.390 1.587 -2.786
C 3.858 1.920 -2.980
O 4.587 0.918 -3.687
H 1.900 1.346 -3.729
H 1.788 2.299 -2.222
H 2.251 0.640 -2.265
H 4.365 2.006 -2.019
H 4.063 2.802 -3.585
H 5.530 0.883 -3.511
O -0.006 0.238 -0.606
H 0.383 0.900 -0.034
H -0.442 -0.370 -0.007
O -0.342 -1.665 1.882
H -0.612 -2.152 1.104
H 0.077 -2.319 2.441
O 1.071 2.528 0.694
H 0.485 3.094 0.191
H 0.868 2.725 1.609
*
```

Mulliken atomic charge list, values in e, 5 entries: C -1.1916; C -0.1768; O -0.5270; H 0.3173; H 0.3835